Density functional theory data (the ωB97M-V functional and the def2-TZVPD basis) for a 5-piece molecular cluster, C2H16N2O4 overall.

Positions of all 24 atoms, in Å:
N1 -0.2187 -0.1718 -2.0544
C1 -1.5347 -0.8039 -2.3313
C2 -2.2495 0.1426 -3.2998
N2 -2.6671 1.3597 -2.6312
H1 0.3540 -0.7547 -1.4580
H2 -0.3185 0.6799 -1.5164
H3 -2.2565 -0.7687 -1.4620
H4 -1.3655 -1.8076 -2.7477
H5 -1.6119 0.3389 -4.2048
H6 -3.1150 -0.3739 -3.7470
H7 -1.9768 2.1051 -2.5822
H8 -3.3831 1.8546 -3.1513
O1 1.6730 3.4771 2.3499
H9 2.2196 4.1899 2.0324
H10 1.0552 3.1281 1.7092
O2 1.2566 -1.7208 3.3141
H11 1.2779 -1.2174 4.1346
H12 2.1260 -1.7347 2.9085
O3 3.8391 -2.3548 3.5559
H13 3.2666 -3.0032 3.1115
H14 4.1728 -2.9303 4.2515
O4 -0.1551 0.2457 0.8872
H15 0.5498 0.0878 1.5310
H16 -0.9381 0.0323 1.4004

Force components x, y, z for each atom (eV/Å):
-0.1 -0.6 -0.1
-0.1 1.7 0.4
0.5 -0.6 -1.9
-0.5 1.0 0.2
-0.1 -0.1 0.0
-0.3 -0.1 0.0
0.9 -0.7 -0.4
-0.3 0.4 0.2
-0.1 -0.1 0.8
-0.1 0.3 0.5
0.6 -0.7 0.1
-0.4 -0.5 0.0
0.0 -0.6 1.2
-0.2 0.1 -0.7
0.1 0.4 -0.5
-1.2 0.0 -0.5
0.5 -0.1 -0.2
0.0 0.7 0.6
0.1 -1.0 -0.2
0.3 0.2 -0.1
0.4 0.3 0.3
0.3 0.1 0.4
0.0 -0.1 -0.1
-0.3 0.0 -0.1

Computed properties:
HOMO-LUMO gap, eV: 9.20
Energy relative to the best compared isomer or geometry (same formula, charge and spin), kcal/mol: 44.67
Molar mass, g mol⁻¹: 132.16
Highest occupied orbital energy, Ha: -0.3192
SMILES: NCCN.O.O.O.O



Density functional theory data (the ωB97M-V functional and the def2-TZVPD basis) for a 6-piece molecular cluster, C2H16N2O4 overall.

Positions of all 24 atoms, in Å:
C1 1.3760 1.2679 -0.5659
C2 0.1844 1.3593 -1.5150
N1 0.2889 0.3719 -2.5246
N2 0.2704 -2.1883 1.5275
H1 1.3375 0.2457 -0.0784
H2 1.2786 2.0093 0.2286
H3 0.1210 2.3990 -1.9230
H4 -0.6977 1.2396 -0.7794
H5 -0.5088 0.4640 -3.1663
H6 0.3068 -0.5764 -2.0165
H7 2.3367 1.3817 -1.0398
H8 0.5198 -1.3333 2.0214
H9 -0.6565 -2.4802 1.8146
H10 -1.5691 0.0489 0.2198
O1 -1.8015 -0.7582 -0.2658
H11 -0.1081 0.9622 2.0517
H12 0.5677 0.8831 3.4953
O2 0.6521 0.5339 2.5962
H13 -1.0463 -1.3024 -0.5419
H14 -1.9462 1.8444 1.5675
O3 -1.1366 1.5478 1.1224
H15 0.2878 -2.1763 0.4800
H16 0.7489 -2.5499 -1.7627
O4 0.4350 -1.8915 -1.1286

Force components x, y, z for each atom (eV/Å):
-0.8 -1.1 1.2
2.6 0.7 -0.6
-2.2 1.1 1.4
-0.5 -0.4 -0.1
0.3 1.1 -0.4
-0.1 -0.1 -0.1
-0.7 -0.7 0.0
-0.5 0.4 0.2
0.5 -0.2 -0.1
0.8 -1.2 -0.1
0.2 0.0 -0.5
0.0 0.2 -0.3
0.0 0.1 0.2
0.3 -0.2 0.4
-1.1 -0.3 -0.3
0.6 -0.2 0.3
0.0 -0.1 -0.3
-0.4 0.3 0.2
0.0 0.4 0.0
0.0 0.0 -0.5
0.1 -0.2 -0.6
0.9 -0.1 0.4
-0.1 -0.1 0.1
-0.1 0.9 -0.7

Computed properties:
HOMO-LUMO gap, eV: 3.72
Energy relative to the best compared isomer or geometry (same formula, charge and spin), kcal/mol: 201.30
Molar mass, g mol⁻¹: 132.16
Highest occupied orbital energy, Ha: -0.3347



Density functional theory data (the ωB97M-V functional and the def2-TZVPD basis) for a 5-piece molecular cluster, C2H16NO4 overall.

Positions of all 23 atoms, in Å:
C1 1.9276 -1.6142 -0.8170
C2 0.5707 -1.0096 -0.9894
N1 -0.0442 -0.6354 0.3474
H1 2.3165 -1.9207 -1.7959
H2 2.6811 -1.0999 -0.2343
H3 1.7731 -2.6148 -0.3630
H4 0.5828 -0.0936 -1.5964
H5 -0.1228 -1.6971 -1.4749
H6 -0.1917 0.3887 0.3972
H7 0.5133 -0.8277 1.1851
H8 -0.9848 -1.0388 0.4404
H9 0.0874 3.3692 1.3261
H10 -1.4358 3.1802 1.2630
O1 -0.6410 2.7824 1.6015
H11 -2.6271 -2.9303 -1.3858
H12 -2.1297 -3.6870 -0.0798
O2 -2.1139 -2.8659 -0.5777
H13 -1.5410 3.5312 -1.7441
H14 -0.2419 2.8305 -2.0731
O3 -0.9511 2.8459 -1.4261
H15 0.5471 1.4814 2.0312
H16 1.1472 0.9322 3.4343
O4 0.8785 0.6932 2.5315

Force components x, y, z for each atom (eV/Å):
0.0 -2.2 -0.2
-0.3 0.8 0.1
-0.4 0.3 -0.5
0.1 0.6 0.0
-0.1 0.5 -0.1
0.2 0.5 0.2
0.0 -0.1 0.3
0.2 0.0 0.2
0.0 0.3 -0.3
0.1 -0.2 -0.1
0.1 -0.3 0.0
-0.4 -0.1 -0.2
-0.6 0.2 -0.5
1.1 0.0 0.6
-0.2 -0.4 0.0
-0.3 -0.2 -0.3
0.5 0.7 0.4
-0.4 0.3 -0.2
0.4 -0.1 -0.2
-0.1 -0.2 0.3
0.1 -0.5 1.0
-0.3 0.3 -0.6
0.2 -0.1 -0.1

Computed properties:
HOMO-LUMO gap (alpha / beta), eV: 2.97 / 11.41
Energy relative to the best compared isomer or geometry (same formula, charge and spin), kcal/mol: 4.27
Molar mass, g mol⁻¹: 118.15
Highest occupied orbital energy (alpha / beta), Ha: -0.0874 / -0.4036
2S+1: 2



Density functional theory data (the ωB97M-V functional and the def2-TZVPD basis) for a 6-piece molecular cluster, C2H16NO5 overall.

Positions of all 24 atoms, in Å:
C1 -0.9789 0.2420 0.5331
C2 -1.7187 1.2936 0.7793
N1 0.2471 0.3426 -0.2718
H1 -1.2002 -0.7452 0.8798
H2 -2.6089 1.1961 1.3925
H3 -1.7326 2.2810 0.3336
H4 0.9425 0.5744 0.4611
H5 0.6254 -0.5760 -0.5921
H6 0.3243 1.0498 -1.0075
H7 -3.2534 0.2456 -1.5194
H8 -4.3329 0.1977 -0.4285
O1 -3.4614 -0.1348 -0.6598
H9 0.7897 -2.9380 0.0227
H10 1.9504 -2.4800 -0.8378
O2 1.0155 -2.2906 -0.6639
H11 -1.3387 -2.0036 3.0549
H12 0.0991 -1.9650 3.5530
O3 -0.4512 -1.7498 2.7899
H13 4.3288 0.9186 -0.2697
H14 4.2073 0.6378 1.2505
O4 3.8503 0.3999 0.3883
H15 1.3865 1.3604 -2.7923
H16 0.4433 1.9441 -3.6203
O5 0.8666 2.1995 -2.7755

Force components x, y, z for each atom (eV/Å):
0.7 -0.6 -1.2
-1.5 1.7 0.7
0.9 -0.6 1.7
0.2 -0.2 0.0
0.2 -0.4 0.1
0.8 0.0 -0.3
0.5 0.4 -0.4
-0.8 0.1 0.0
-0.5 0.3 -0.2
-0.1 0.1 0.0
-0.1 0.0 -0.2
-0.6 -0.5 -0.3
-0.2 0.3 0.0
-0.1 0.1 0.0
0.4 -0.5 0.0
-0.2 0.0 0.0
0.0 0.0 -0.1
0.3 -0.1 0.1
0.0 0.0 0.3
0.0 0.1 -0.1
-0.2 -0.1 -0.2
0.4 0.7 0.7
-0.6 1.0 0.1
0.3 -1.8 -0.8

Computed properties:
HOMO-LUMO gap (alpha / beta), eV: 1.98 / 9.40
Energy relative to the best compared isomer or geometry (same formula, charge and spin), kcal/mol: 79.71
Molar mass, g mol⁻¹: 134.15
Highest occupied orbital energy (alpha / beta), Ha: -0.0689 / -0.3354
2S+1: 2



Density functional theory data (the ωB97M-V functional and the def2-TZVPD basis) for a 6-piece molecular cluster, C2H16NO5 overall.

Positions of all 24 atoms, in Å:
C1 -0.6858 0.4964 -2.2598
C2 0.1261 -1.6787 -2.6843
N1 -0.2690 -0.8334 -1.8406
H1 -0.0747 1.3184 -1.8894
H2 -1.6647 0.6915 -1.8090
H3 -0.6824 0.6138 -3.3405
H4 -0.0785 -1.5488 -3.7466
H5 0.4813 -2.6862 -2.4830
H6 -0.2207 -0.9945 -0.8205
H7 1.9124 -1.6119 0.8648
H8 0.9606 -0.4193 1.1007
O1 1.0735 -1.2560 0.5940
H9 -0.8767 1.1152 2.3119
H10 -2.3455 1.4052 2.4160
O2 -1.7441 0.8243 1.9458
H11 1.3665 1.4055 2.0359
H12 0.5184 0.8809 3.4072
O3 0.8216 1.5384 2.8039
H13 -1.8571 -1.9683 0.5201
H14 -2.3614 -0.6161 0.8882
O4 -1.9864 -1.1093 0.1338
H15 3.0859 1.0275 0.7576
H16 2.3485 2.1312 0.3451
O5 2.1523 1.2743 0.7487

Force components x, y, z for each atom (eV/Å):
-1.1 0.9 0.3
-0.8 -1.4 -1.0
1.0 0.9 -0.3
0.6 -0.5 0.4
0.0 -0.2 -0.4
-0.2 -0.4 0.0
0.4 0.7 0.1
0.1 0.3 0.8
0.1 -0.2 -0.1
0.5 -0.3 0.2
0.1 -0.9 -0.5
-0.8 0.8 0.3
-0.3 -0.1 -0.6
-0.4 0.1 0.0
0.4 0.4 0.6
0.7 -1.0 -0.2
0.7 -1.1 0.3
-1.8 2.0 1.2
0.1 -0.8 0.1
0.5 0.4 -0.3
-0.4 0.2 0.1
0.1 -1.0 0.5
-1.1 0.5 -0.1
1.7 0.8 -1.5

Computed properties:
HOMO-LUMO gap, eV: 10.43
Energy relative to the best compared isomer or geometry (same formula, charge and spin), kcal/mol: 34.65
Molar mass, g mol⁻¹: 134.15
Net charge: +1
Highest occupied orbital energy, Ha: -0.5309



Let's list E_tot in order: -496.22589, -495.97630, -441.37424, -516.54820, -516.47809 Ha.